{"formula": "C46H46Cl2IN2O12PS3", "method": "ωB97M-V/def2-TZVPD", "smiles": "CC(C)C[C@@]1(CCSc2nnco2)[C@@]([C@H](Cl)[C@H](C)Cl)(P(=O)(O)O)[C@H](CCCI)[C@@](O)(S)OS1(=O)=O.O=C1c2ccccc2C(=O)c2ccccc21.O=C1c2ccccc2C(=O)c2ccccc21", "spin_multiplicity": 1, "homo_ha": -0.3305, "e_lumo_ev": -0.982, "species": ["C", "C", "C", "C", "C", "C", "C", "S", "C", "N", "N", "C", "O", "C", "C", "Cl", "C", "C", "Cl", "P", "O", "O", "O", "C", "C", "C", "C", "I", "C", "O", "S", "O", "S", "O", "O", "H", "H", "H", "H", "H", "H", "H", "H", "H", "H", "H", "H", "H", "H", "H", "H", "H", "H", "H", "H", "H", "H", "H", "H", "H", "H", "H", "H", "H", "H", "C", "C", "C", "C", "C", "C", "C", "O", "C", "C", "C", "C", "C", "C", "C", "O", "H", "H", "H", "H", "H", "H", "H", "H", "C", "C", "C", "C", "C", "C", "C", "O", "C", "C", "C", "C", "C", "C", "C", "O", "H", "H", "H", "H", "H", "H", "H", "H"], "positions_angstrom": [[-1.51012, 1.40906, 7.23886], [-1.02411, 1.20304, 5.63998], [0.23542, 2.23384, 5.51247], [-0.69078, -0.39088, 5.52214], [-0.53344, -1.07306, 4.04285], [0.16248, -0.01630, 2.95509], [-0.66702, 1.22357, 2.37591], [-1.23335, 1.04957, 0.55584], [-2.66729, 2.30733, 0.46866], [-2.85736, 3.50320, -0.43911], [-4.07880, 4.02146, 0.04331], [-4.72637, 3.26547, 1.21592], [-3.77731, 2.13987, 1.46379], [0.41808, -2.48088, 4.22862], [1.98512, -2.07026, 4.32145], [2.86403, -1.86922, 2.64302], [3.11128, -2.75650, 5.23593], [3.10852, -4.25936, 5.75975], [3.54326, -1.66052, 6.74496], [-0.15375, -3.32790, 5.88948], [0.09722, -4.92274, 5.90412], [0.61346, -2.74269, 7.32612], [-1.83689, -3.33522, 6.24618], [0.02310, -3.60182, 3.04820], [1.09690, -4.77608, 2.74894], [0.82598, -6.30373, 3.22000], [-0.68184, -6.89450, 3.20196], [-0.63059, -8.84861, 4.28207], [-0.58600, -3.06874, 1.65974], [0.29371, -2.70363, 0.55609], [-1.56655, -4.53844, 0.89001], [-1.61328, -2.03062, 1.65056], [-2.13006, -1.53297, 3.18361], [-2.97335, -2.69776, 3.70502], [-3.21963, -0.38756, 3.15675], [-0.92136, 0.67149, 7.95312], [-1.34450, 2.53701, 7.51354], [-2.67368, 1.21087, 7.29683], [-2.00671, 1.54689, 5.05558], [-0.22751, 3.33133, 5.61436], [0.81181, 2.23394, 4.50154], [0.95252, 2.14164, 6.46317], [0.35446, -0.49914, 6.09063], [-1.58838, -0.84638, 6.16789], [1.19131, 0.43549, 3.36368], [0.51940, -0.57148, 1.95726], [0.06453, 2.16876, 2.32189], [-1.60286, 1.60534, 2.94468], [-5.73135, 3.51084, 1.79445], [2.00111, -0.94919, 4.76094], [4.16886, -2.66234, 4.66209], [4.23543, -4.62608, 5.91126], [2.64474, -4.30298, 6.85926], [2.57973, -5.09036, 5.14994], [0.43464, -3.40825, 8.07356], [-1.99792, -3.26893, 7.23520], [-0.89314, -4.18654, 3.55423], [1.21599, -4.88967, 1.56247], [2.21820, -4.54675, 3.09342], [1.45514, -7.00483, 2.48175], [1.27333, -6.58935, 4.29152], [-1.06598, -7.15895, 2.12913], [-1.49620, -6.27160, 3.76866], [1.24288, -2.94711, 0.65575], [-2.73030, -4.63640, 1.71300], [5.36700, 7.42617, -1.09562], [5.35869, 7.95832, -2.38472], [4.38854, 7.55122, -3.30197], [3.43035, 6.59935, -2.93281], [3.45379, 6.04922, -1.65182], [4.41743, 6.47215, -0.72704], [2.47875, 5.00825, -1.26743], [2.49643, 4.52705, -0.14121], [1.48848, 4.54966, -2.26198], [0.59560, 3.52246, -1.92962], [-0.35293, 3.09192, -2.85981], [-0.41868, 3.69052, -4.11768], [0.47321, 4.71015, -4.45343], [1.43508, 5.13363, -3.52671], [2.39708, 6.18797, -3.90392], [2.34298, 6.71138, -5.01086], [6.11740, 7.75020, -0.37783], [6.10660, 8.69249, -2.67593], [4.38502, 7.97482, -4.30494], [4.43348, 6.05711, 0.27920], [0.63817, 3.05200, -0.94857], [-1.04185, 2.29059, -2.60149], [-1.16217, 3.36032, -4.83990], [0.41909, 5.16942, -5.43909], [-2.11915, -1.19754, -4.37474], [-2.66837, -2.42316, -4.75051], [-2.69800, -2.79181, -6.09643], [-2.18757, -1.92647, -7.07168], [-1.66088, -0.69064, -6.69826], [-1.61593, -0.33003, -5.34525], [-1.16505, 0.25095, -7.72279], [-0.69898, 1.33528, -7.39532], [-1.24707, -0.12925, -9.14714], [-0.83411, 0.77725, -10.13231], [-0.89585, 0.42061, -11.48113], [-1.35996, -0.84209, -11.84864], [-1.77725, -1.74504, -10.86967], [-1.72970, -1.38381, -9.51668], [-2.20682, -2.33244, -8.49110], [-2.61920, -3.44067, -8.81355], [-2.08765, -0.91414, -3.32497], [-3.07211, -3.09378, -3.99524], [-3.12357, -3.75244, -6.38189], [-1.19376, 0.62739, -5.04499], [-0.46749, 1.76394, -9.85366], [-0.57960, 1.12796, -12.24475], [-1.40136, -1.12285, -12.89882], [-2.14299, -2.72725, -11.16442]]}

---

{"formula": "C34H44F40O8", "method": "ωB97M-V/def2-TZVPD", "smiles": "FC(F)C(F)(F)COC(F)(F)C(F)F.FC(F)C(F)(F)COC(F)(F)C(F)F.FC(F)C(F)(F)COC(F)(F)C(F)F.FC(F)C(F)(F)COC(F)(F)C(F)F.FC(F)C(F)(F)COC(F)(F)C(F)F.CC(C)O.CC(C)O.CC(C)O", "spin_multiplicity": 1, "homo_ha": -0.3542, "e_lumo_ev": 0.535, "species": ["C", "C", "C", "F", "F", "F", "F", "O", "C", "C", "F", "F", "F", "F", "H", "H", "H", "H", "C", "C", "C", "F", "F", "F", "F", "O", "C", "C", "F", "F", "F", "F", "H", "H", "H", "H", "C", "C", "C", "F", "F", "F", "F", "O", "C", "C", "F", "F", "F", "F", "H", "H", "H", "H", "C", "C", "C", "F", "F", "F", "F", "O", "C", "C", "F", "F", "F", "F", "H", "H", "H", "H", "C", "C", "C", "F", "F", "F", "F", "O", "C", "C", "F", "F", "F", "F", "H", "H", "H", "H", "C", "C", "C", "O", "H", "H", "H", "H", "H", "H", "H", "H", "C", "C", "C", "O", "H", "H", "H", "H", "H", "H", "H", "H", "C", "C", "C", "O", "H", "H", "H", "H", "H", "H", "H", "H"], "positions_angstrom": [[-2.62967, 2.35253, 3.09823], [-3.03779, 2.93186, 1.70783], [-2.40313, 4.21326, 1.20258], [-2.49275, 5.24741, 2.04050], [-1.06602, 3.84841, 0.98949], [-2.72794, 1.99216, 0.78620], [-4.37999, 3.05050, 1.67921], [-3.40292, 1.12129, 3.23652], [-4.38492, 0.86071, 4.22596], [-5.27742, -0.24323, 3.67184], [-4.49466, -1.31126, 3.52130], [-6.24087, -0.46601, 4.54326], [-3.81811, 0.37641, 5.40259], [-5.15211, 1.92253, 4.51529], [-2.89212, 3.03161, 3.88409], [-1.53706, 2.17519, 3.04487], [-2.77030, 4.62353, 0.19397], [-5.63707, 0.03042, 2.64590], [3.62984, -1.70782, -3.91804], [3.63277, -2.02368, -5.43019], [2.59464, -3.11712, -5.84218], [2.99042, -4.31754, -5.43316], [1.34804, -2.76595, -5.23682], [3.29921, -0.97201, -6.14139], [4.88139, -2.52547, -5.91371], [4.74504, -0.85749, -3.64933], [4.97951, -0.77488, -2.30196], [6.16615, 0.15232, -2.01182], [6.36328, 0.18071, -0.66377], [7.24758, -0.32959, -2.67486], [3.88811, -0.13857, -1.60008], [5.13223, -1.98462, -1.70582], [3.68595, -2.66557, -3.35434], [2.68700, -1.19956, -3.66839], [2.55944, -3.08571, -6.95928], [5.90578, 1.17206, -2.41323], [1.66728, -2.78156, 0.36362], [1.33977, -3.85914, -0.73101], [1.62134, -5.24487, -0.34864], [0.88281, -5.46961, 0.81131], [1.17948, -6.06970, -1.31404], [0.04336, -3.68699, -1.08358], [2.14509, -3.51300, -1.82690], [3.07634, -3.05962, 0.65081], [3.60221, -2.28186, 1.66484], [5.12474, -2.39799, 1.66923], [5.61437, -1.55977, 2.65115], [5.50158, -3.62669, 2.03963], [3.20944, -0.99789, 1.44714], [3.13082, -2.63270, 2.88254], [1.03090, -2.78929, 1.29033], [1.60558, -1.78958, -0.13412], [2.64082, -5.38975, -0.17503], [5.63072, -2.11868, 0.70343], [0.68180, 3.81383, -2.42245], [-0.12584, 5.06069, -2.83761], [0.41682, 6.43850, -2.56675], [0.71275, 6.59552, -1.26403], [1.51787, 6.67164, -3.31476], [-0.48423, 4.96968, -4.14085], [-1.29284, 4.95937, -2.13970], [1.92312, 3.86296, -3.14316], [2.35043, 2.74993, -3.65575], [3.76754, 2.97383, -4.24735], [4.53537, 3.39532, -3.16654], [4.24370, 1.81634, -4.62481], [2.34238, 1.66675, -2.76227], [1.54971, 2.43025, -4.72009], [0.04113, 2.94727, -2.66040], [0.72006, 3.78636, -1.36665], [-0.29788, 7.21697, -2.79494], [3.66342, 3.63801, -5.10402], [-5.96024, -2.56714, 0.81065], [-5.32160, -3.82999, 0.17906], [-4.19329, -4.46534, 1.01652], [-3.54228, -5.29043, 0.18127], [-3.26987, -3.54050, 1.44328], [-6.16443, -4.81738, -0.17690], [-4.74479, -3.50658, -0.96884], [-7.17955, -2.21757, 0.11117], [-7.87218, -1.14310, 0.49757], [-8.67999, -1.42015, 1.73925], [-7.80425, -1.45758, 2.79375], [-9.63877, -0.48997, 1.86668], [-7.08753, -0.02343, 0.66951], [-8.69699, -0.91644, -0.51527], [-5.22190, -1.74057, 0.67753], [-6.10900, -2.81118, 1.83724], [-4.58362, -5.08943, 1.86143], [-9.22426, -2.37379, 1.65718], [2.22658, 2.77712, 2.17096], [3.17298, 2.85482, 1.04910], [4.54271, 2.40755, 1.45940], [2.73723, 2.01218, -0.02374], [2.62104, 3.41157, 2.98186], [2.18705, 1.73784, 2.61897], [1.19397, 3.12453, 1.99690], [3.24111, 3.88786, 0.62593], [5.22040, 2.45879, 0.58858], [4.59430, 1.40416, 1.83621], [4.97931, 3.09098, 2.21977], [3.39806, 1.47924, -0.48632], [-0.07957, -1.53409, 3.10783], [-0.50749, -0.19813, 3.64993], [0.24962, 0.26598, 4.92410], [-0.29645, 0.76884, 2.63363], [-0.14235, -2.43492, 3.75100], [0.96302, -1.36619, 2.86191], [-0.68203, -1.66419, 2.21075], [-1.59065, -0.26367, 3.86717], [1.37870, 0.12231, 4.71889], [-0.11185, -0.30151, 5.75998], [0.14257, 1.33119, 5.04578], [-0.09924, 0.36203, 1.73407], [-0.40229, -0.31142, -2.13385], [-0.77706, 0.18805, -0.75613], [-1.96674, -0.65596, -0.28779], [0.35036, 0.01472, 0.18279], [0.21757, 0.44008, -2.61120], [-1.24890, -0.43562, -2.78213], [0.18664, -1.26763, -2.19624], [-1.10445, 1.22601, -0.85649], [-2.21759, -0.41030, 0.72068], [-1.84954, -1.74594, -0.40302], [-2.86954, -0.36627, -0.89353], [0.93359, 0.76915, -0.06669]]}

---

{"formula": "C35H24ClN5O5S2SeTl", "method": "ωB97M-V/def2-TZVPD", "spin_multiplicity": 1, "homo_ha": -0.1811, "e_lumo_ev": 1.723, "total_charge": -1, "e_above_lowest_kcal_mol": 28.0, "species": ["Tl", "Cl", "C", "C", "C", "C", "O", "C", "C", "N", "C", "C", "C", "C", "C", "C", "C", "C", "N", "C", "C", "H", "H", "H", "H", "H", "H", "H", "H", "H", "H", "C", "C", "N", "C", "C", "N", "C", "O", "O", "C", "O", "O", "H", "H", "H", "H", "H", "S", "C", "N", "C", "C", "C", "C", "C", "C", "S", "H", "H", "H", "H", "Se", "C", "C", "C", "C", "C", "C", "H", "H", "H", "H", "H"], "positions_angstrom": [[0.20859, -0.78386, -0.85156], [-3.67649, -4.35234, 4.42188], [-2.91210, -3.79881, 2.96517], [-3.63756, -3.83059, 1.77086], [-3.05247, -3.37236, 0.62961], [-1.71500, -2.86808, 0.58584], [-1.27587, -2.45575, -0.53010], [-0.97195, -2.91937, 1.81904], [0.41840, -2.62570, 1.91739], [1.12506, -2.10435, 0.97811], [2.47321, -1.86001, 1.01994], [3.20988, -1.48561, 2.12760], [4.57714, -1.21147, 2.00677], [5.22798, -1.32875, 0.80654], [4.51281, -1.69441, -0.35177], [5.08784, -1.81428, -1.63290], [4.30460, -2.17473, -2.69547], [2.91906, -2.30061, -2.50191], [2.35021, -2.14647, -1.33606], [3.11746, -1.91348, -0.25334], [-1.61913, -3.35949, 2.98880], [-4.64811, -4.21486, 1.77111], [-3.60448, -3.35265, -0.29623], [0.90448, -2.94944, 2.84909], [2.72511, -1.36710, 3.08592], [5.11685, -0.89373, 2.88807], [6.28609, -1.12382, 0.73528], [6.14171, -1.60818, -1.75343], [4.72097, -2.31398, -3.68217], [2.26302, -2.50899, -3.33345], [-1.07932, -3.33246, 3.92346], [-1.33718, 3.02306, -1.37812], [-0.95016, 2.16118, -2.51883], [-0.70891, 0.86923, -2.48261], [-0.35056, 0.48182, -3.73928], [-0.38424, 1.57781, -4.57541], [-0.77228, 2.62314, -3.77444], [-0.12533, 1.78949, -6.02378], [0.26726, 0.75319, -6.71521], [-0.29330, 2.89179, -6.50546], [0.06133, -0.93333, -4.00327], [0.36860, -1.24350, -5.17266], [0.08746, -1.70770, -3.02406], [-1.31773, 2.45006, -0.45239], [-2.33993, 3.42646, -1.51687], [-0.63659, 3.85272, -1.28627], [-0.87756, 3.56726, -4.11512], [0.33414, -0.11756, -6.13868], [2.26420, 0.95349, -1.33102], [1.94372, 2.07108, -0.09916], [1.44218, 1.84314, 1.06205], [1.25919, 2.97874, 1.79469], [0.67037, 3.05545, 3.05319], [0.48193, 4.29540, 3.63105], [0.90035, 5.46235, 2.99839], [1.50632, 5.40599, 1.75678], [1.66891, 4.17055, 1.15936], [2.30819, 3.80262, -0.41666], [0.34781, 2.14606, 3.53492], [-0.00889, 4.36557, 4.59050], [0.73412, 6.42533, 3.46176], [1.83016, 6.29930, 1.24650], [-0.88262, 0.48164, 1.32422], [-2.71292, -0.09676, 1.35246], [-3.48247, -0.04521, 0.20060], [-4.82421, -0.36016, 0.25997], [-5.40285, -0.72679, 1.46421], [-4.63094, -0.79185, 2.61161], [-3.28809, -0.47445, 2.55855], [-3.01789, 0.22564, -0.73736], [-5.42379, -0.30882, -0.63764], [-6.45689, -0.96095, 1.51201], [-5.07344, -1.09249, 3.55118], [-2.67544, -0.52424, 3.44817]]}

---

{"formula": "C38H35F2N4", "method": "ωB97M-V/def2-TZVPD", "spin_multiplicity": 1, "homo_ha": -0.3409, "e_lumo_ev": -5.442, "total_charge": 1, "e_above_lowest_kcal_mol": 0.0, "species": ["F", "C", "C", "C", "C", "C", "C", "C", "C", "C", "C", "C", "F", "C", "C", "C", "C", "H", "H", "H", "H", "H", "H", "H", "H", "H", "H", "H", "C", "C", "C", "C", "C", "N", "C", "C", "N", "C", "C", "N", "C", "C", "C", "C", "C", "C", "C", "C", "C", "N", "C", "C", "C", "C", "C", "H", "H", "H", "H", "H", "H", "H", "H", "H", "H", "H", "H", "H", "H", "H", "H", "H", "H", "H", "H", "H", "H", "H", "H"], "positions_angstrom": [[-3.97145, 5.58121, 2.97192], [-3.88692, 4.21788, 2.81193], [-5.06963, 3.47659, 2.82833], [-4.97566, 2.08427, 2.65247], [-3.74231, 1.47731, 2.46493], [-2.54532, 2.24272, 2.45522], [-1.29823, 1.58933, 2.24870], [-0.05071, 2.19205, 2.34145], [1.12482, 1.56426, 1.94120], [2.40995, 2.19130, 1.98945], [2.62054, 3.37746, 2.75047], [3.82663, 4.04988, 2.62234], [4.00146, 5.22217, 3.32155], [4.87507, 3.59534, 1.82142], [4.69669, 2.37784, 1.14025], [3.50086, 1.67470, 1.23747], [-2.63135, 3.65204, 2.64491], [-6.02408, 3.97337, 2.97559], [-5.87799, 1.47487, 2.66333], [-3.65310, 0.39613, 2.32628], [-1.34682, 0.53456, 1.97571], [0.00488, 3.20663, 2.74930], [1.06026, 0.55993, 1.51698], [1.83928, 3.76112, 3.40630], [5.79568, 4.16959, 1.74769], [5.50858, 1.98813, 0.52626], [3.35835, 0.72736, 0.70933], [-1.73156, 4.26768, 2.64657], [-4.52487, 1.25863, -5.05896], [-4.04701, 2.49684, -4.59968], [-2.79401, 2.58376, -3.98704], [-2.00549, 1.43703, -3.82169], [-0.63790, 1.56505, -3.17888], [0.03007, 0.27089, -2.96079], [1.14445, -0.01955, -3.82760], [1.47776, -1.49689, -3.85341], [1.38808, -2.10751, -2.54771], [2.29398, -3.19014, -2.23839], [1.66341, -4.23234, -1.33792], [0.87389, -3.62919, -0.29424], [0.55734, -4.47866, 0.86421], [1.23542, -4.02271, 2.14044], [0.93727, -4.67554, 3.34352], [1.56774, -4.29041, 4.52971], [2.50712, -3.24673, 4.52493], [2.79857, -2.58717, 3.32501], [2.16800, -2.98083, 2.13716], [0.22019, -2.44341, -0.47470], [-0.65526, -1.90232, 0.49107], [-1.26697, -0.74662, 0.27374], [-1.17069, -0.08119, -0.86894], [-0.24746, -0.48489, -1.85725], [0.45922, -1.69250, -1.64862], [-2.48397, 0.20455, -4.27488], [-3.73912, 0.11275, -4.89182], [-5.50132, 1.18530, -5.54273], [-4.65544, 3.39301, -4.72583], [-2.40412, 3.53806, -3.62151], [0.02454, 2.15905, -3.82860], [-0.71967, 2.10956, -2.22423], [0.87046, 0.30852, -4.84035], [2.03964, 0.54993, -3.51896], [0.77508, -1.98734, -4.55218], [2.49812, -1.64328, -4.22182], [2.60169, -3.64864, -3.18370], [3.19318, -2.80071, -1.72576], [1.05009, -4.91959, -1.94742], [2.45497, -4.82455, -0.85706], [-0.53514, -4.51325, 1.01309], [0.87810, -5.50083, 0.60937], [0.20073, -5.48449, 3.32596], [1.33367, -4.80507, 5.46232], [3.00866, -2.94918, 5.44817], [3.51870, -1.76905, 3.28678], [2.40722, -2.47272, 1.20142], [-0.84838, -2.41442, 1.43142], [-1.79920, 0.79670, -1.00478], [-1.87562, -0.69173, -4.14176], [-4.08365, -0.86193, -5.23645]]}

---

no.,orbital gap (Ha)
1,0.29442
2,0.37387
3,0.24439
4,0.14090